1.
Computed, not measured: a structure of composition C28H20N5O7V at a distorted geometry, with the ωB97M-V functional and the def2-TZVPD basis.

```
61
Properties=species:S:1:pos:R:3:forces:R:3:mulliken_charge:R:1
V 0.0712 -0.1594 -0.1640 -0.766 -0.032 -0.040 0.194
O 1.7800 -1.0017 0.4768 -0.130 0.047 0.047 -0.466
C 2.0574 -2.2562 0.6519 0.084 0.046 0.005 0.391
C 3.4205 -2.6061 0.7721 -0.001 -0.013 0.018 -0.449
C 3.8463 -3.9062 0.8899 0.061 -0.085 -0.004 -0.549
C 2.9224 -4.9585 0.8956 -0.002 0.113 -0.006 -0.789
C 1.5866 -4.6588 0.7984 0.035 -0.004 0.017 -0.967
C 1.0942 -3.3346 0.6940 -0.172 -0.014 0.188 -0.073
C -0.3006 -3.0857 0.6237 0.178 -0.410 -0.126 -0.460
N -1.2838 -1.4982 -0.8090 0.400 -0.487 -0.114 0.595
C -2.6047 -1.8302 -1.2687 0.369 0.133 0.118 -0.845
C -3.1711 -2.9645 -0.7768 -0.584 -0.155 -0.145 -0.554
N -1.1455 -4.1892 -0.0003 0.085 0.107 0.134 0.756
H 4.1268 -1.7872 0.7372 0.030 0.023 0.000 0.460
H 4.9059 -4.1160 0.9654 0.042 -0.018 0.013 0.361
H 3.2509 -5.9839 0.9857 0.013 -0.060 0.007 0.423
H 0.8826 -5.4820 0.8392 -0.027 -0.054 -0.024 0.149
H -3.0944 -1.1315 -1.9310 -0.079 -0.007 -0.036 0.503
H -4.2293 -3.0966 -0.9942 -0.006 0.013 -0.004 0.336
H -1.0191 -5.0019 0.6005 0.063 0.071 -0.035 0.511
N -2.0619 0.7650 0.4450 0.230 -0.032 -0.105 -0.270
C -2.5183 -0.1034 1.5054 -0.013 0.108 -0.023 0.680
C -3.4017 0.3630 2.4647 0.006 -0.026 0.045 -0.975
C -3.7282 -0.4253 3.5586 0.045 -0.083 -0.031 -0.653
C -3.1619 -1.6892 3.6713 -0.039 0.131 -0.050 -0.948
C -2.3004 -2.1559 2.6933 0.033 -0.090 0.077 -0.618
C -1.9622 -1.3833 1.5865 0.183 0.147 -0.008 -0.237
C -0.9461 -1.7918 0.5961 -0.134 0.085 -0.615 2.753
C -2.6244 -3.9754 0.0039 0.281 0.132 0.192 -0.987
C -0.7673 -4.6390 -1.3579 -0.006 0.045 0.181 -0.595
C -0.2522 -3.9155 -2.3436 -0.013 -0.032 -0.098 -0.611
C 0.3152 -2.5631 -2.3439 0.118 -0.016 -0.296 -0.446
C -0.0532 -1.5027 -1.6376 -0.633 -0.136 0.605 -0.629
H -2.1774 1.7380 0.7104 0.065 -0.087 -0.119 0.347
H -2.5848 0.5856 -0.4092 -0.041 0.032 0.058 0.232
H -3.8125 1.3608 2.3623 -0.030 0.035 0.004 0.402
H -4.4066 -0.0535 4.3134 -0.033 0.018 0.047 0.383
H -3.3912 -2.3144 4.5224 -0.014 -0.034 0.072 0.417
H -1.8493 -3.1332 2.7953 -0.001 -0.041 -0.016 0.347
H -3.1523 -4.8595 0.3113 -0.126 -0.054 -0.072 0.481
H -1.0921 -5.6596 -1.5048 0.013 -0.007 -0.093 0.444
H -0.1278 -4.4881 -3.2587 -0.005 0.053 -0.051 0.346
H 1.1920 -2.4492 -2.9753 0.049 -0.051 0.026 0.422
O 1.2526 3.6698 0.8599 0.116 0.087 0.020 -0.721
C 1.1364 2.4884 1.1321 -0.087 -0.265 0.270 0.127
O 0.7285 1.5632 0.3514 0.415 0.730 0.131 -0.519
C 1.4594 2.0249 2.5579 0.065 0.197 0.069 0.321
C 2.1175 2.9240 3.3951 -0.154 -0.206 -0.105 -0.741
C 2.4080 2.5434 4.6906 0.382 0.529 0.495 -0.065
C 2.0754 1.3123 5.2193 -0.050 0.057 -0.234 -0.691
C 1.4310 0.4568 4.3506 0.087 -0.935 0.395 -0.371
C 1.1144 0.7658 3.0446 0.147 0.258 -0.150 0.816
N 1.0681 -0.9140 4.8709 -1.035 0.726 -0.328 0.969
O 1.1141 -1.0663 6.0822 0.285 -0.278 -0.490 -0.637
O 0.6258 -1.7114 4.0633 0.595 0.251 0.632 -0.513
N 3.1246 3.5163 5.5873 -0.244 -0.320 -0.315 1.038
O 3.4570 4.5828 5.0996 -0.076 -0.451 0.436 -0.616
O 3.3216 3.1654 6.7407 0.012 0.368 -0.510 -0.633
H 2.3796 3.9007 3.0167 0.009 0.009 0.021 0.603
H 2.3016 1.0356 6.2366 0.004 0.008 -0.036 0.599
H 0.6258 0.0271 2.4270 0.001 -0.075 -0.047 0.219
```
Positions in Å, forces in eV/Å.

Output
expectation value of S²: 3.821
total charge: -1
energy: -2823.2196 hartree
Kohn-Sham gap (alpha / beta): 4.982 / 4.965 eV
molecular weight: 589.4 g/mol
2S+1: 4
energy above the lowest of the compared OMol25 structures with the same formula, charge and spin: 629.5 kJ/mol


2.
Computed, not measured: a structure of composition C28H21Br4CaClN4O8S3Se at a distorted geometry, with the ωB97M-V functional and the def2-TZVPD basis.

```
71
Properties=species:S:1:pos:R:3:forces:R:3:mulliken_charge:R:1
Ca 0.8093 -0.3794 1.0517 1.266 0.274 -1.393 0.389
O -1.3952 -2.9505 3.2089 0.171 0.243 -0.603 -0.738
Cl -1.2573 -2.4192 1.8833 -0.609 -0.592 0.281 1.799
O -1.9720 -3.2515 0.9298 0.226 0.425 0.377 -0.744
O -1.7715 -1.0488 1.8322 0.479 -0.724 -0.055 -0.681
O 0.1589 -2.3821 1.4912 -1.511 -1.240 0.587 -0.330
O -0.5725 0.4896 -0.4488 -1.204 0.995 0.042 -0.241
S -1.7378 1.1824 0.2521 -0.201 0.078 -1.323 1.041
C -3.1961 0.5682 -0.7272 -0.067 -0.443 0.150 -1.330
C -2.9034 -0.8067 -1.3393 0.331 0.187 -0.090 -0.493
C -2.1384 -0.7181 -2.6720 0.014 -0.135 0.200 0.156
C -1.5047 -2.0583 -3.0786 -0.140 0.156 0.084 -1.103
S 0.2304 -2.2973 -2.5697 -0.111 0.280 0.507 0.004
O 0.3498 -1.8725 -1.1475 0.048 -0.201 -0.664 0.304
C 0.8885 -0.9682 -3.5803 0.172 0.091 -0.131 0.311
C 0.9603 -1.1096 -4.9632 0.026 -0.029 -0.013 -0.734
C 1.5348 -0.0995 -5.7199 -0.006 0.053 0.073 -0.566
C 2.0400 1.0401 -5.0949 -0.101 -0.054 0.055 -0.625
C 1.9596 1.1751 -3.7148 0.024 -0.016 -0.114 -0.588
C 1.3855 0.1608 -2.9543 0.012 0.008 0.054 1.079
C -1.7742 2.8100 -0.5052 0.005 0.217 0.117 0.333
C -2.8321 3.6777 -0.2476 -0.053 0.008 0.070 -0.417
C -2.8576 4.9236 -0.8564 0.052 -0.066 -0.047 -0.778
C -1.8221 5.3043 -1.7096 -0.002 -0.044 0.034 -0.512
C -0.7632 4.4378 -1.9437 -0.123 -0.054 0.056 -0.842
C -0.7405 3.1827 -1.3406 0.163 0.048 -0.032 -0.247
H -3.4895 1.2902 -1.4894 0.046 0.045 0.043 0.531
H -3.9836 0.4930 0.0289 -0.036 0.002 -0.153 0.483
H -3.8433 -1.3394 -1.5050 -0.067 -0.012 0.072 0.691
H -2.3216 -1.3944 -0.6319 -0.041 -0.061 -0.001 -0.099
H -1.3657 0.0459 -2.5873 0.013 -0.009 -0.037 -0.314
H -2.8258 -0.4014 -3.4614 0.002 0.035 -0.053 0.556
H -1.4673 -2.1909 -4.1645 -0.096 -0.058 0.070 0.521
H -2.0473 -2.8979 -2.6332 0.035 -0.008 -0.077 0.500
H 0.5801 -2.0060 -5.4477 0.055 0.054 0.049 0.379
H 1.5952 -0.2008 -6.7971 0.008 -0.008 0.004 0.358
H 2.4970 1.8214 -5.6912 -0.012 -0.010 0.020 0.371
H 2.3460 2.0545 -3.2089 -0.017 -0.072 -0.004 0.463
H 1.3326 0.2392 -1.8771 0.029 0.006 -0.048 -0.329
H -3.6284 3.3837 0.4323 0.106 0.032 -0.050 0.475
H -3.6824 5.6008 -0.6611 0.057 -0.025 0.002 0.393
H -1.8382 6.2845 -2.1754 0.002 -0.059 0.026 0.355
H 0.0586 4.7286 -2.5870 -0.006 0.003 0.057 0.429
H 0.0921 2.5071 -1.4891 -0.013 0.058 0.016 0.344
Br -0.4488 0.3409 7.8811 0.007 -0.008 -0.075 -0.263
C -0.3192 0.6874 6.0156 0.058 -0.019 -0.265 0.079
C -0.9956 1.7535 5.4509 0.116 -0.182 -0.158 0.089
Br -2.0481 2.9162 6.5250 0.003 -0.050 -0.053 -0.250
C -0.8715 1.9852 4.0609 0.158 -0.153 0.070 -0.036
Br -1.8124 3.4131 3.2276 0.044 0.010 -0.026 -0.148
C -0.0499 1.2222 3.2231 0.053 0.284 0.006 0.076
O 0.1172 1.4636 1.9473 -0.197 0.477 1.302 -0.883
C 0.6801 0.0993 3.8199 0.295 -0.030 0.445 0.354
O 1.4753 -0.6127 3.0835 -0.267 0.459 1.293 -0.586
C 0.4877 -0.1344 5.1961 -0.102 0.291 -0.157 -0.047
Br 1.4260 -1.6204 5.9187 -0.020 0.080 0.010 -0.184
Se 0.6571 -5.0193 0.3309 0.114 -0.666 -0.305 0.242
N 1.1119 -4.9826 2.0315 0.042 0.052 0.245 -0.840
C 2.1414 -4.1645 2.1005 0.331 0.082 -0.099 0.680
C 2.7637 -3.7219 3.3090 -0.191 -0.234 -0.051 -0.555
C 3.7559 -2.8199 3.2011 0.235 0.128 -0.081 -0.201
C 4.2041 -2.3812 1.9043 -0.069 -0.076 -0.001 -0.270
N 3.7261 -2.7813 0.7657 -0.253 -0.115 -0.010 -0.521
C 2.6558 -3.6445 0.8371 -0.058 -0.382 0.342 0.570
N 2.0213 -4.0758 -0.2373 0.243 0.356 -0.106 -0.641
H 2.3943 -4.0702 4.2646 -0.050 0.050 -0.054 0.487
H 4.2076 -2.3971 4.0882 0.019 0.072 -0.058 0.322
H 5.0059 -1.6501 1.8394 -0.008 -0.018 0.094 0.409
S 3.2674 0.4890 0.2008 0.320 0.495 -0.413 -0.410
C 2.7965 2.0161 -0.3279 0.339 0.169 -0.103 0.791
N 2.5628 3.0804 -0.7472 -0.088 -0.450 0.049 -0.817
```
Positions in Å, forces in eV/Å.

Output
total charge: -2
energy: -16930.3245 hartree
Kohn-Sham gap: 5.245 eV
molecular weight: 1111.8 g/mol
2S+1: 1
energy above the lowest of the compared OMol25 structures with the same formula, charge and spin: 213.8 kJ/mol


3.
Computed, not measured: a structure of composition C28H21CuN5P, with the ωB97M-V functional and the def2-TZVPD basis.

```
56
Properties=species:S:1:pos:R:3:forces:R:3:mulliken_charge:R:1
Cu 0.6982 0.9792 1.0707 0.024 -0.482 -0.029 -1.022
C -2.1230 -5.0421 0.7239 0.002 -0.021 0.016 -0.476
C -2.8608 -4.0715 0.0675 -0.005 -0.018 0.001 -0.711
C -2.2996 -2.8312 -0.2088 -0.021 -0.002 -0.053 -0.233
C -0.9909 -2.5473 0.1664 -0.042 0.072 0.071 0.187
C -0.2589 -3.5299 0.8350 0.051 0.016 0.027 -0.305
C -0.8157 -4.7667 1.1066 -0.017 -0.022 -0.014 -0.646
P -0.2214 -0.8990 -0.0556 0.088 0.287 -0.110 1.309
C -1.3496 -0.1167 -1.2763 0.043 -0.086 0.021 0.343
C -2.4210 0.6174 -0.7733 -0.049 0.012 0.079 -0.266
C -3.3292 1.2302 -1.6235 -0.023 0.009 0.002 -0.750
C -3.1619 1.1337 -2.9969 0.027 -0.016 -0.044 -0.560
C -2.0899 0.4149 -3.5099 -0.085 0.059 -0.017 -0.678
C -1.1957 -0.2116 -2.6564 0.119 -0.003 0.004 -0.097
C 1.2670 -1.2948 -1.0378 -0.017 0.020 0.065 0.319
C 1.3151 -2.3721 -1.8844 -0.019 -0.083 -0.025 -0.033
C 2.4613 -2.6254 -2.6643 0.041 0.060 0.027 -0.890
C 3.5345 -1.7855 -2.5760 -0.034 -0.004 0.010 -0.752
C 3.5218 -0.6683 -1.7045 0.174 -0.025 -0.101 0.922
C 4.6423 0.1948 -1.6152 -0.060 -0.011 0.019 -0.908
C 4.6038 1.2590 -0.7642 0.018 -0.056 -0.051 -0.874
C 3.4596 1.4993 0.0315 0.042 0.089 0.055 0.079
C 2.3317 0.7083 0.0058 0.018 -0.055 -0.109 -0.595
C 2.3813 -0.4037 -0.9065 -0.175 -0.002 0.109 -0.005
H -2.5602 -6.0090 0.9363 -0.003 -0.011 -0.001 0.374
H -3.8777 -4.2769 -0.2404 -0.022 -0.010 0.000 0.398
H -2.8886 -2.0891 -0.7322 0.006 0.008 0.000 0.291
H 0.7642 -3.3287 1.1312 0.015 0.027 0.000 0.383
H -0.2274 -5.5188 1.6154 0.005 -0.024 0.014 0.391
H -2.5411 0.7088 0.3010 0.001 -0.002 0.013 0.456
H -4.1622 1.7863 -1.2129 -0.012 0.019 0.003 0.469
H -3.8608 1.6186 -3.6655 -0.014 0.007 -0.012 0.377
H -1.9496 0.3399 -4.5801 -0.005 0.003 -0.024 0.396
H -0.3619 -0.7658 -3.0676 0.008 -0.005 0.012 0.361
H 0.4676 -3.0440 -1.9620 -0.004 0.013 0.012 0.508
H 2.4823 -3.4788 -3.3294 -0.001 -0.016 -0.008 0.408
H 4.4214 -1.9642 -3.1735 0.011 -0.004 -0.008 0.363
H 5.5126 -0.0077 -2.2276 0.024 0.001 -0.012 0.362
H 5.4575 1.9228 -0.6927 0.012 0.022 0.012 0.385
H 3.4987 2.3562 0.6973 -0.018 0.020 0.016 0.371
N 0.3852 1.6605 5.3455 -0.064 0.133 -0.066 0.099
C 0.7326 0.7461 4.4333 -0.061 -0.124 -0.140 -0.152
N 0.3943 1.1684 3.2355 0.142 0.157 0.142 -0.272
C -0.1598 2.3875 3.4857 -0.061 0.096 -0.091 0.065
N -0.1870 2.7285 4.7539 0.016 -0.076 0.086 -0.725
C -0.6407 3.2204 2.3763 0.069 -0.135 0.043 0.618
C -1.2736 4.4419 2.5542 0.015 -0.020 -0.120 -0.207
N -1.6846 5.1639 1.5190 -0.016 0.032 0.014 -0.621
C -1.4551 4.6591 0.3105 0.023 -0.072 -0.052 -0.412
C -0.8207 3.4395 0.1192 -0.014 0.051 0.118 -0.339
N -0.4125 2.7155 1.1585 -0.167 0.150 0.077 0.231
H 0.5053 1.6362 6.3432 -0.004 0.015 0.016 0.177
H 1.2039 -0.1901 4.6738 0.052 -0.051 -0.007 0.517
H -1.4439 4.8294 3.5498 -0.016 0.025 0.018 0.469
H -1.7841 5.2374 -0.5434 -0.017 0.038 0.009 0.393
H -0.6329 3.0355 -0.8664 0.003 -0.006 -0.018 0.506
```
Positions in Å, forces in eV/Å.

Output
energy: -3335.2205 hartree
Kohn-Sham gap: 6.350 eV
molecular weight: 522.0 g/mol
2S+1: 1